[1]
{"formula": "H4N2O3Si", "method": "ωB97M-V with the def2-TZVPD basis set", "max_force_ev_per_a": 5.99, "smiles": "N[SiH]=O.O=NO", "charge": 0, "relative_energy_kj_mol": 181.9, "multiplicity": 1, "molar_mass_g_mol": 108.13, "homo_lumo_gap_ev": 10.7, "species": ["N", "Si", "O", "H", "H", "H", "O", "N", "O", "H"], "xyz": [[-0.537, -0.111, 1.232], [0.134, 0.313, -0.236], [-0.686, 0.158, -1.481], [-0.052, 0.069, 2.192], [-1.305, -0.642, 1.447], [1.404, 0.654, 0.066], [-4.155, 0.302, 1.360], [-3.818, -0.188, 0.310], [-3.359, 0.755, -0.580], [-3.095, 0.348, -1.331]], "forces_ev_per_angstrom": [[3.446, 1.620, 3.074], [-2.840, -1.168, 0.882], [-0.228, 0.052, -1.511], [-0.845, -0.285, -2.650], [-2.451, -1.320, -0.023], [2.839, 1.045, 0.172], [0.869, -0.765, -2.557], [-0.464, 0.781, 1.554], [-1.986, 2.759, 4.927], [1.660, -2.719, -3.868]], "nbo_charge": [-1.3139, 1.9569, -1.2030, 0.4119, 0.4040, -0.2580, -0.3041, 0.3357, -0.5208, 0.4913]}

=====

[2]
{"formula": "C4H5N3S", "method": "ωB97M-V with the def2-TZVPD basis set", "max_force_ev_per_a": 6.79, "charge": 0, "relative_energy_kj_mol": 227.8, "multiplicity": 3, "molar_mass_g_mol": 127.17, "homo_lumo_gap_ev": [5.3, 5.9], "species": ["C", "C", "C", "C", "N", "N", "N", "S", "H", "H", "H", "H", "H"], "xyz": [[1.974, 2.108, -2.214], [1.314, -0.174, 1.002], [-0.149, -1.924, 1.987], [1.202, 1.702, -3.138], [2.437, 2.783, -1.279], [1.717, 0.762, 0.329], [1.045, -1.211, 1.530], [2.531, 2.203, 0.326], [-0.833, -1.707, 1.159], [0.203, -2.956, 2.201], [1.497, 0.847, -3.789], [-0.563, -1.472, 2.945], [0.225, 2.191, -3.319]], "forces_ev_per_angstrom": [[0.686, -3.279, -1.183], [0.493, 0.026, 0.018], [0.605, 1.073, 0.651], [-1.624, -0.733, -2.401], [0.736, 3.469, 5.795], [0.551, 0.834, -0.391], [0.011, 0.012, 0.663], [-0.357, -0.759, -2.023], [-0.464, -1.143, 0.480], [-0.934, 0.563, -0.510], [-0.772, 0.191, 0.780], [0.588, -0.507, -1.152], [0.482, 0.254, -0.726]], "nbo_charge": [0.1859, 0.6788, -0.4177, -0.5359, -0.6888, -0.7547, -0.4560, 0.9352, 0.2202, 0.2268, 0.2134, 0.2110, 0.1817]}

=====

[3]
{"formula": "C28H28AsBIrN3O8S2", "method": "ωB97M-V with the def2-TZVPD basis set", "max_force_ev_per_a": 0.58, "charge": 1, "relative_energy_kj_mol": 0.0, "multiplicity": 6, "molar_mass_g_mol": 876.63, "homo_lumo_gap_ev": [7.9, 5.1], "species": ["Ir", "C", "C", "C", "C", "C", "C", "C", "S", "O", "O", "N", "C", "C", "C", "C", "C", "N", "H", "H", "H", "H", "H", "H", "H", "H", "H", "H", "H", "C", "As", "C", "C", "S", "H", "H", "H", "H", "H", "H", "H", "H", "H", "O", "C", "O", "C", "C", "C", "C", "C", "C", "N", "O", "O", "H", "H", "H", "H", "O", "B", "O", "C", "C", "C", "C", "C", "C", "H", "H", "H", "H"], "xyz": [[0.282, 1.315, 0.795], [-1.277, -2.958, -5.357], [-1.383, -2.565, -3.913], [-2.579, -2.076, -3.390], [-2.676, -1.710, -2.064], [-1.556, -1.836, -1.247], [-0.349, -2.323, -1.740], [-0.279, -2.686, -3.072], [-1.632, -1.359, 0.415], [-0.399, -1.683, 1.067], [-2.891, -1.669, 1.015], [-1.530, 0.345, 0.316], [-2.574, 1.208, 0.268], [-3.942, 0.899, 0.185], [-4.832, 1.959, 0.172], [-4.355, 3.257, 0.251], [-2.970, 3.474, 0.356], [-2.113, 2.481, 0.360], [-2.198, -2.749, -5.897], [-1.062, -4.024, -5.447], [-0.462, -2.418, -5.841], [-3.441, -1.975, -4.037], [-3.614, -1.340, -1.672], [0.513, -2.393, -1.095], [0.656, -3.060, -3.471], [-4.274, -0.128, 0.184], [-5.896, 1.771, 0.112], [-5.031, 4.101, 0.238], [-2.558, 4.474, 0.435], [2.546, 1.468, 3.816], [0.674, 1.381, 3.371], [0.014, -0.044, 4.494], [-0.025, 2.979, 4.191], [2.415, 0.662, 0.337], [2.641, 1.638, 4.888], [3.002, 2.291, 3.269], [3.026, 0.531, 3.541], [0.171, 0.233, 5.536], [0.557, -0.958, 4.262], [-1.047, -0.205, 4.311], [0.242, 2.960, 5.247], [-1.108, 3.014, 4.085], [0.409, 3.844, 3.694], [1.305, 5.318, 0.290], [1.137, 4.148, 0.067], [0.716, 3.299, 1.000], [1.476, 3.513, -1.251], [2.747, 3.665, -1.796], [3.099, 2.988, -2.956], [2.182, 2.164, -3.598], [0.917, 2.063, -3.057], [0.545, 2.718, -1.903], [-0.084, 1.188, -3.701], [0.140, 0.801, -4.826], [-1.067, 0.897, -3.041], [3.461, 4.306, -1.294], [4.094, 3.098, -3.364], [2.430, 1.628, -4.503], [-0.478, 2.654, -1.561], [2.215, -1.475, 2.182], [2.322, -1.101, 0.859], [2.411, -2.167, -0.006], [2.304, -3.276, 0.823], [2.281, -4.602, 0.468], [2.138, -5.515, 1.513], [2.023, -5.096, 2.834], [2.044, -3.745, 3.176], [2.185, -2.862, 2.135], [2.374, -4.916, -0.562], [2.119, -6.573, 1.289], [1.915, -5.835, 3.616], [1.952, -3.411, 4.200]], "forces_ev_per_angstrom": [[0.413, 0.280, -0.014], [0.009, 0.004, 0.004], [-0.035, -0.015, -0.059], [0.001, 0.003, -0.015], [0.001, -0.074, 0.067], [-0.038, -0.071, -0.127], [-0.050, 0.159, -0.093], [0.059, 0.027, 0.025], [-0.092, 0.218, -0.084], [0.005, -0.103, 0.116], [0.019, -0.109, -0.020], [-0.003, 0.004, 0.382], [0.117, -0.070, -0.053], [-0.083, 0.058, -0.006], [0.037, -0.021, 0.003], [0.021, 0.071, 0.000], [-0.081, -0.096, -0.014], [-0.127, 0.004, -0.080], [0.003, 0.007, -0.004], [0.001, -0.003, 0.003], [-0.008, 0.016, 0.002], [-0.003, -0.004, 0.006], [-0.017, -0.005, 0.038], [-0.017, -0.050, -0.029], [0.002, -0.013, 0.007], [-0.021, 0.046, -0.042], [0.001, -0.011, -0.008], [0.002, 0.006, 0.008], [-0.011, 0.000, 0.001], [0.056, 0.042, -0.001], [-0.114, -0.254, 0.043], [-0.036, -0.062, 0.007], [-0.095, 0.040, -0.054], [0.115, -0.538, -0.179], [0.032, 0.000, -0.003], [0.002, -0.001, 0.006], [-0.014, 0.009, 0.005], [-0.006, -0.035, 0.010], [-0.011, 0.022, -0.027], [0.000, 0.015, 0.007], [-0.012, 0.066, 0.004], [0.002, -0.017, 0.015], [0.019, 0.010, 0.006], [-0.041, -0.082, -0.091], [0.350, 0.101, 0.184], [-0.356, 0.348, 0.002], [-0.018, -0.043, -0.176], [-0.013, 0.003, 0.024], [-0.036, -0.022, -0.005], [0.033, 0.111, -0.029], [-0.072, -0.187, -0.101], [-0.093, 0.157, 0.106], [0.137, 0.060, 0.122], [-0.041, -0.065, 0.029], [-0.049, 0.012, -0.100], [0.009, 0.007, -0.010], [0.010, -0.002, 0.009], [0.008, -0.004, 0.012], [-0.021, -0.087, 0.063], [0.092, -0.102, -0.049], [-0.008, 0.271, -0.032], [0.069, 0.004, 0.161], [-0.023, -0.049, -0.085], [0.012, -0.057, 0.024], [0.011, 0.034, -0.015], [0.002, 0.030, 0.012], [0.001, -0.099, -0.026], [-0.011, 0.120, 0.106], [0.002, -0.005, 0.006], [-0.004, -0.004, -0.002], [-0.002, -0.006, -0.002], [0.010, -0.001, 0.008]], "mulliken_charge": [2.1408, -1.5559, 1.0749, -0.9437, -0.7063, 0.5362, -0.2647, -0.8128, 0.6384, -0.1735, -0.6865, -0.6802, 1.1171, -0.6570, -0.7409, -0.7501, -0.3600, -0.2013, 0.3754, 0.3641, 0.3452, 0.3707, 0.3229, 0.5271, 0.4972, 0.5451, 0.4644, 0.4349, 0.5505, -1.0601, 0.5217, -0.8959, -1.1579, -0.4958, 0.4724, 0.3384, 0.2128, 0.4537, 0.0461, 0.3664, 0.4619, 0.3513, 0.3511, -0.6199, 0.2898, -0.7279, 0.0629, -0.5685, -0.6428, -0.7218, 0.2053, 0.0316, 1.0741, -0.6347, -0.5194, 0.5169, 0.4328, 0.5278, 0.5845, -0.3403, 0.7741, -0.6950, 0.9258, -0.9169, -0.6025, -0.6765, -1.0041, 0.6838, 0.5103, 0.4257, 0.4208, 0.4663]}